The following is a DFT calculation (the ωB97M-V functional and the def2-TZVPD basis) of a structure of composition C13H30CuN2O7 at a distorted geometry.

Last column: Mulliken charge in e.
Atoms and positions in Å:
Cu1 0.0049 -0.6710 0.5241  0.882
O1 -1.3933 -1.2100 -1.3983  0.071
O2 -0.3871 -2.7928 1.5400  -0.712
O3 -1.1851 -3.1490 3.5068  -0.862
O4 1.8808 0.6295 1.1245  -0.221
O5 -1.8878 3.2519 2.5097  -0.351
O6 1.3451 -1.3211 -4.0174  -0.357
O7 -0.9791 -1.0950 2.9042  -0.680
N1 -1.3491 1.2915 0.2576  0.082
N2 1.8568 -1.7047 -0.3901  0.168
C1 1.7959 -0.5235 -5.1057  -0.763
C2 -1.9372 -2.4281 -1.9158  -1.050
C3 -1.8169 1.1714 -1.1244  -1.067
C4 -1.9803 1.8568 2.6214  -0.645
C5 3.1753 -1.2147 0.0872  -0.699
C6 2.8803 -0.3581 1.3067  -0.711
C7 1.8319 -0.8631 -2.7749  -0.073
C8 -1.1111 -2.3055 2.5088  0.441
C9 1.8833 -2.0459 -1.8164  -0.925
C10 -2.4580 1.3279 1.2446  -0.989
C11 -2.4073 -0.1800 -1.4239  -0.726
C12 1.7311 1.4716 2.2397  -0.948
C13 -1.6858 4.0294 3.7078  -0.749
H1 -3.2776 1.9578 0.8829  0.529
H2 -0.9902 1.4054 -1.7954  0.365
H3 2.5051 -1.0627 2.0549  0.304
H4 1.7403 -2.6129 0.0470  0.166
H5 -1.9344 5.0665 3.4903  0.247
H6 2.8722 -0.5647 -2.9420  0.611
H7 2.8503 -0.2333 -5.1104  0.313
H8 3.6999 -0.6381 -0.6764  0.360
H9 -0.6466 3.9504 4.0308  0.234
H10 3.7568 -2.1093 0.3172  0.360
H11 1.6550 -1.0898 -6.0258  0.271
H12 0.9565 -2.5883 -2.0157  0.038
H13 -2.2903 -2.1858 -2.9245  0.429
H14 1.2821 2.4476 2.0531  0.210
H15 -2.8678 0.3258 1.3687  0.375
H16 -2.8457 -0.1253 -2.4250  0.463
H17 2.6650 -2.7762 -2.0458  0.252
H18 -3.2405 -0.4122 -0.7572  0.534
H19 3.8282 0.0788 1.6329  0.465
H20 -1.0495 1.4529 3.0178  0.264
H21 1.1012 0.9634 2.9755  0.315
H22 2.6595 1.6939 2.7738  0.442
H23 1.2341 -0.0075 -2.4542  0.000
H24 -2.8481 1.6585 3.2582  0.480
H25 -2.8487 -2.7252 -1.3948  0.320
H26 -2.5934 1.9421 -1.1886  0.507
H27 1.2660 0.4303 -5.1713  0.291
H28 -2.3633 3.6656 4.4828  0.319
H29 -1.2178 -3.2351 -2.0232  0.252
H30 -0.8659 2.1601 0.4485  0.166

Force components x, y, z for each atom (eV/Å):
-0.56 -0.87 0.91
-0.80 0.28 -0.06
-0.91 1.64 -3.59
-2.86 -0.37 -0.75
0.81 0.65 -1.15
0.33 2.31 -0.21
0.53 0.10 -0.98
-1.46 3.10 -2.41
0.05 -0.71 1.01
0.71 -0.13 -0.99
-0.34 -0.09 -0.13
-0.65 0.97 -0.76
0.12 0.76 1.19
-1.31 -0.28 -0.37
-1.51 0.40 -0.38
0.39 -0.85 0.86
1.19 -0.26 -0.09
5.85 -3.18 5.64
-1.67 -0.11 0.12
1.04 -0.60 0.32
0.54 -0.56 -0.43
-0.22 -0.34 1.51
-0.27 -1.30 -0.95
-0.04 0.37 0.04
-0.05 -0.07 -0.10
0.10 0.10 0.39
-0.72 0.23 0.61
0.07 -0.04 -0.18
0.03 0.56 0.09
0.27 -0.38 0.60
-0.16 0.00 -0.17
0.04 0.02 0.22
0.52 0.38 0.43
-0.31 -0.01 0.06
-0.08 -0.05 0.14
0.07 -0.16 -0.33
-0.15 -0.22 -0.82
0.28 -0.07 0.23
0.04 -0.09 -0.24
0.44 0.34 -0.31
0.15 -0.18 0.29
-0.05 0.25 0.28
-0.28 -0.64 -0.21
-0.16 -0.08 0.03
0.41 -0.16 -0.34
0.01 -0.14 0.55
0.34 -0.43 0.55
0.31 -0.26 0.54
-0.32 -0.08 -0.89
-0.35 -0.02 0.03
0.08 -0.01 0.22
0.18 0.24 0.62
0.34 0.04 -0.66

Values from the calculation:
Gap between HOMO and LUMO ... 0.1420 hartree
Energy relative to the best compared isomer or geometry (same formula, charge and spin) ... 7.3 kcal/mol
F_max ... 8.72 eV/A
LUMO ... 2.525 eV
E_tot ... -2789.86370 hartree
Charge ... -1